1.
Molecular formula: CH8O2S2
Method: DFT, ωB97M-V/def2-TZVPD

XYZ file:
```
13
CH8O2S2 | the Open Molecules 2025 dataset | ωB97M-V/def2-TZVPD
C 0.447 -1.438 -1.261
S 0.732 -2.414 0.147
S -0.159 1.852 -1.380
H 0.565 -2.092 -2.164
H 1.202 -0.728 -1.547
H -0.570 -1.111 -1.164
H -0.442 2.971 -2.077
H 0.050 1.959 0.710
H 0.569 2.363 2.123
O 0.083 1.701 1.631
H -0.690 -1.726 1.293
H -0.630 -0.250 1.912
O -1.158 -1.087 1.778
```

The value obtained for the HOMO energy (spin up / spin down) is -14.349 / -13.898 eV. The spin multiplicity is 2. The calculation puts the electronic energy at -26919.3770 eV. As for the max |F|: 3.15 eV/Å. Its charge is +1.

---

2.
Molecular formula: CH8O4Si2
Method: DFT, ωB97M-V/def2-TZVPD

XYZ file:
```
15
CH8O4Si2 | the Open Molecules 2025 dataset | ωB97M-V/def2-TZVPD
C 0.139 0.395 -2.148
Si -1.056 1.105 -0.901
O -0.837 0.131 0.387
Si 0.568 -0.766 1.592
O 1.113 0.481 2.497
O 1.531 -1.288 0.359
O -0.224 -1.800 2.512
H 0.237 1.015 -3.046
H 1.176 0.068 -1.651
H -0.213 -0.579 -2.549
H -0.608 2.573 -0.443
H -2.599 0.803 -1.167
H 0.712 1.364 2.442
H 1.206 -1.395 -0.519
H -1.144 -2.108 2.637
```

The value obtained for the HOMO energy is -9.839 eV. Its SMILES is C[SiH2]O[Si](O)(O)O. The calculation puts the electronic energy at -25116.3450 eV. As for the max |F|: 6.17 eV/Å.

---

3.
Molecular formula: CH8P2Si2
Method: DFT, ωB97M-V/def2-TZVPD

XYZ file:
```
13
CH8P2Si2 | the Open Molecules 2025 dataset | ωB97M-V/def2-TZVPD
Si -1.968 1.381 0.092
C -0.566 0.097 0.284
Si -0.396 -1.551 -0.645
P 1.057 1.016 1.045
P 2.893 -0.346 0.686
H -1.564 2.340 -0.824
H -2.411 2.167 1.340
H -2.932 0.515 -0.700
H -0.811 -1.295 -1.967
H -1.545 -2.209 0.050
H 0.777 -2.325 -0.406
H 3.949 -0.027 1.454
H 3.515 0.236 -0.408
```

The value obtained for the HOMO energy (spin up / spin down) is -8.557 / -8.541 eV. Its SMILES is [SiH3]C([SiH3])=P#[PH2]. The calculation puts the electronic energy at -35494.9388 eV. As for the max |F|: 6.10 eV/Å.

---

4.
Molecular formula: CH9AlN2O6
Method: DFT, ωB97M-V/def2-TZVPD

XYZ file:
```
19
CH9AlN2O6 | the Open Molecules 2025 dataset | ωB97M-V/def2-TZVPD
Al 0.000 -1.009 -1.660
O -2.761 -0.640 -0.901
H -2.934 -0.230 -0.040
O -1.740 -3.078 -0.766
H -1.398 -3.285 0.115
O -1.092 1.340 -2.545
H -0.600 1.931 -1.955
O -1.751 -1.247 -3.693
H -0.997 -0.967 -4.232
O 1.789 -2.334 -0.001
H 1.257 -2.395 0.800
C 1.012 1.365 1.468
O 0.342 0.990 0.499
N 2.279 0.944 1.592
N 0.617 2.293 2.358
H 2.651 0.959 2.527
H 2.599 0.233 0.946
H -0.363 2.525 2.308
H 1.092 2.606 3.181
```

The value obtained for the HOMO energy is 0.485 eV. The calculation puts the electronic energy at -23036.0514 eV. As for the max |F|: 4.68 eV/Å. Its charge is -2.

---

5.
Molecular formula: CH9N2
Method: DFT, ωB97M-V/def2-TZVPD

XYZ file:
```
12
CH9N2 | the Open Molecules 2025 dataset | ωB97M-V/def2-TZVPD
N -0.319 -1.806 0.825
H -1.126 -1.430 1.284
H -0.692 -2.357 0.051
H 0.272 -0.488 -0.003
H 0.337 -2.335 1.373
C -0.273 1.499 -0.496
N 0.717 0.410 -0.430
H -0.566 1.766 0.517
H -1.130 1.337 -1.146
H 0.097 2.452 -0.888
H 1.242 0.216 -1.292
H 1.441 0.735 0.204
```

The value obtained for the HOMO energy is -15.584 eV. The calculation puts the electronic energy at -4156.9374 eV. As for the max |F|: 1.99 eV/Å. Its charge is +1.

---

6.
Molecular formula: CH9N3
Method: DFT, ωB97M-V/def2-TZVPD

XYZ file:
```
13
CH9N3 | the Open Molecules 2025 dataset | ωB97M-V/def2-TZVPD
N 1.741 -0.299 1.404
C 0.516 -0.532 0.574
N 0.447 -0.125 -0.811
H 2.453 0.177 0.856
H 2.127 -1.225 1.561
H -0.280 0.011 1.114
H 0.248 -1.594 0.588
H 0.196 -0.770 -1.546
H 1.297 0.287 -1.179
N -2.249 1.056 -0.864
H -1.270 1.289 -0.797
H -2.668 1.617 -0.130
H -2.557 0.109 -0.769
```

The value obtained for the HOMO energy is -9.223 eV. Its SMILES is NCN.N. The calculation puts the electronic energy at -5652.5435 eV. As for the max |F|: 2.16 eV/Å.

---

7.
Molecular formula: CH9N6
Method: DFT, ωB97M-V/def2-TZVPD

XYZ file:
```
16
CH9N6 | the Open Molecules 2025 dataset | ωB97M-V/def2-TZVPD
C -1.062 -0.528 -0.087
N 2.273 -0.484 0.111
N -0.154 0.300 0.172
N -4.397 0.054 -0.381
N 4.365 0.309 -0.119
N -3.306 0.546 0.111
N 3.090 0.382 -0.171
H -0.883 -1.404 -0.578
H 2.700 -1.369 0.434
H -0.215 1.227 0.571
H 0.887 -0.099 -0.112
H -5.196 -0.278 0.140
H -4.523 0.409 -1.305
H 4.771 1.241 -0.078
H 4.787 -0.496 0.210
H -3.138 0.192 1.082
```

The value obtained for the HOMO energy (spin up / spin down) is -12.408 / -11.423 eV. The calculation puts the electronic energy at -10110.8051 eV. As for the max |F|: 4.59 eV/Å. Its charge is +1.

---

8.
Molecular formula: CH9N6O2
Method: DFT, ωB97M-V/def2-TZVPD

XYZ file:
```
18
CH9N6O2 | the Open Molecules 2025 dataset | ωB97M-V/def2-TZVPD
C 1.168 -0.022 1.097
N 3.545 2.117 -0.011
N 0.092 0.172 0.392
N 2.461 1.754 0.571
N 2.408 0.487 0.767
N -0.924 -0.809 0.412
N -2.928 -1.145 -1.493
O -2.734 0.188 -1.823
O 1.276 -1.201 1.893
H 3.720 3.143 -0.231
H 4.137 1.435 -0.531
H -3.596 0.473 -2.190
H 2.190 -1.088 2.216
H -1.745 -0.238 0.742
H -1.137 -1.085 -0.607
H -0.582 -1.480 1.108
H -3.608 -1.617 -2.125
H -3.743 -1.084 -0.187
```

The value obtained for the HOMO energy (spin up / spin down) is -10.449 / -13.756 eV. The spin multiplicity is 3. The calculation puts the electronic energy at -14202.0932 eV. As for the max |F|: 5.40 eV/Å. Its charge is +1.

---

9.
Molecular formula: CH9NO2
Method: DFT, ωB97M-V/def2-TZVPD

XYZ file:
```
13
CH9NO2 | the Open Molecules 2025 dataset | ωB97M-V/def2-TZVPD
C 0.140 -0.908 0.595
N -0.251 -0.406 1.832
H 0.836 -0.106 0.011
H -0.544 -1.109 -0.223
H 0.857 -1.744 0.807
H 1.465 0.422 0.073
H -0.533 -0.887 2.662
H -0.175 0.599 1.864
H -1.231 2.011 -1.154
O -0.806 1.432 -0.517
H -0.072 0.004 -2.853
H -0.040 0.743 -1.100
O 0.356 -0.050 -1.997
```

The value obtained for the HOMO energy is -8.230 eV. The calculation puts the electronic energy at -6761.2558 eV. As for the max |F|: 5.05 eV/Å.

---

10.
Molecular formula: CH9NO2
Method: DFT, ωB97M-V/def2-TZVPD

XYZ file:
```
13
CH9NO2 | the Open Molecules 2025 dataset | ωB97M-V/def2-TZVPD
C 0.412 -0.407 -1.314
N -0.039 -0.277 0.103
H -0.421 -0.767 -2.072
H 1.379 -0.946 -1.390
H 0.315 0.550 -1.858
H -0.176 -1.158 0.615
H 0.597 0.255 0.704
O -3.077 -1.127 0.441
H -2.377 -0.518 0.538
H -2.953 -1.830 -0.228
O 2.085 1.817 1.647
H 1.469 2.511 1.700
H 2.787 1.897 1.114
```

The value obtained for the HOMO energy is -9.461 eV. Its SMILES is CN.O.O. The calculation puts the electronic energy at -6766.8999 eV. As for the max |F|: 5.57 eV/Å.

---

11.
Molecular formula: CH9NO4
Method: DFT, ωB97M-V/def2-TZVPD

XYZ file:
```
15
CH9NO4 | the Open Molecules 2025 dataset | ωB97M-V/def2-TZVPD
N -0.997 -0.748 -0.671
C -1.144 -1.724 0.238
O -0.239 -2.121 0.949
H -1.813 -0.249 -0.973
H -0.180 -0.529 -1.241
H -2.186 -2.025 0.421
O 0.144 0.295 2.287
H -0.179 0.183 3.183
H 0.580 -0.533 2.042
O 0.679 0.536 -2.548
H 0.679 1.303 -1.953
H 1.605 0.276 -2.618
O 0.817 1.903 -0.015
H 1.668 2.234 0.290
H 0.567 1.199 0.609
```

The value obtained for the HOMO energy is -10.069 eV. Its SMILES is NC=O.O.O.O. The calculation puts the electronic energy at -10863.6612 eV. As for the max |F|: 1.37 eV/Å.

---

12.
Molecular formula: CH9O4
Method: DFT, ωB97M-V/def2-TZVPD

XYZ file:
```
14
CH9O4 | the Open Molecules 2025 dataset | ωB97M-V/def2-TZVPD
C 0.220 -0.467 -1.441
O 0.153 -0.002 -0.154
H -0.706 -0.290 -2.021
H 0.390 -1.560 -1.524
H 1.065 0.004 -1.991
H -0.430 -0.384 2.529
H -0.008 0.380 1.242
O -0.219 0.511 2.255
H -1.384 -1.116 0.423
H -2.090 -1.937 -0.594
O -1.811 -1.999 0.317
H 1.562 2.520 1.077
H 1.311 1.927 -0.326
O 1.946 2.414 0.208
```

The value obtained for the HOMO energy is -3.896 eV. The calculation puts the electronic energy at -9373.5848 eV. As for the max |F|: 1.26 eV/Å. Its charge is -1.